{"formula": "C23H16AsI2N2O6S2W", "method": "ωB97M-V with the def2-TZVPD basis set", "species": ["W", "I", "C", "I", "H", "H", "O", "As", "O", "O", "C", "C", "C", "C", "C", "C", "S", "O", "O", "O", "H", "H", "H", "H", "H", "S", "C", "N", "C", "C", "C", "C", "C", "C", "H", "H", "H", "H", "H", "N", "C", "C", "C", "C", "C", "C", "C", "C", "C", "H", "H", "H", "H"], "xyz": [[1.085, 0.099, 0.091], [-1.015, 2.514, 0.930], [-2.620, 1.175, 1.351], [-1.931, -0.732, 0.680], [-3.513, 1.460, 0.806], [-2.789, 1.122, 2.421], [4.779, -2.383, -0.675], [3.269, -2.742, 0.041], [2.288, -3.719, -0.736], [2.449, -0.766, -0.502], [3.598, -2.426, 1.882], [4.882, -2.764, 2.292], [5.199, -2.735, 3.648], [4.249, -2.377, 4.587], [2.964, -2.020, 4.184], [2.643, -2.042, 2.838], [1.027, -1.521, 2.417], [0.095, -1.892, 3.404], [0.823, -1.976, 0.997], [1.092, 0.013, 2.154], [4.892, -2.820, -1.538], [5.633, -3.067, 1.575], [6.196, -3.015, 3.962], [4.497, -2.375, 5.640], [2.215, -1.737, 4.912], [-0.973, 1.045, -3.957], [-0.791, 0.593, -2.368], [0.446, 0.586, -1.871], [1.368, 0.993, -2.880], [2.756, 1.127, -2.796], [3.444, 1.541, -3.921], [2.793, 1.826, -5.126], [1.425, 1.699, -5.224], [0.733, 1.282, -4.090], [-1.652, 0.315, -1.786], [3.303, 0.906, -1.894], [4.520, 1.639, -3.872], [3.366, 2.145, -5.985], [0.905, 1.914, -6.148], [6.155, 8.559, 0.785], [5.561, 7.578, 0.710], [4.821, 6.360, 0.614], [5.464, 5.203, 0.141], [4.761, 4.033, 0.053], [3.392, 4.004, 0.438], [2.760, 5.183, 0.922], [3.471, 6.349, 1.010], [2.679, 2.831, 0.359], [2.042, 1.761, 0.262], [6.506, 5.252, -0.145], [5.234, 3.128, -0.304], [1.722, 5.152, 1.225], [3.014, 7.257, 1.378]], "atomic_forces_ev_per_a": [[0.01, 0.53, 0.45], [-0.14, -0.13, 0.02], [0.22, 0.01, -0.14], [-0.08, 0.02, 0.09], [0.04, 0.00, -0.06], [0.07, -0.03, 0.01], [0.01, -0.05, 0.02], [-0.11, 0.06, -0.19], [0.04, 0.03, 0.01], [-0.05, 0.00, 0.27], [0.04, 0.04, 0.02], [-0.01, 0.00, -0.04], [0.00, 0.01, 0.04], [0.00, 0.00, -0.01], [0.04, -0.02, -0.04], [-0.10, 0.05, 0.13], [0.03, 0.01, -0.29], [-0.03, 0.08, 0.01], [0.00, 0.08, 0.28], [0.09, -0.56, -0.26], [0.02, 0.01, -0.01], [-0.01, 0.00, 0.00], [0.00, 0.00, 0.00], [0.00, 0.00, 0.00], [0.00, 0.00, 0.01], [-0.03, 0.01, -0.02], [-0.01, -0.02, 0.06], [-0.06, -0.10, -0.19], [-0.03, 0.00, 0.01], [0.02, -0.01, 0.04], [0.00, 0.01, -0.03], [0.01, 0.00, 0.01], [0.01, 0.00, 0.01], [0.02, 0.00, -0.04], [0.01, -0.01, 0.01], [-0.01, 0.00, -0.01], [0.00, 0.00, 0.01], [0.00, 0.00, 0.00], [0.00, 0.00, 0.00], [0.00, -0.02, 0.00], [0.02, 0.05, -0.02], [-0.01, -0.03, 0.05], [-0.02, 0.03, 0.00], [0.02, -0.04, -0.04], [-0.13, -0.03, 0.07], [-0.01, 0.02, -0.01], [0.04, -0.02, -0.03], [0.26, 0.06, 0.13], [-0.17, -0.02, -0.32], [0.00, 0.00, 0.00], [0.00, 0.01, 0.00], [0.00, 0.00, 0.00], [0.00, 0.00, 0.00]], "gap_ev": [5.358, 5.357], "total_energy_ev": -139881.1155, "de_lowest_kcal_mol": 49.2, "charge": 3, "lumo_ev": [-11.85, -11.85]}

***

{"formula": "C23H16AsO6Y", "method": "ωB97M-V with the def2-TZVPD basis set", "species": ["O", "C", "Y", "C", "O", "C", "O", "C", "O", "C", "O", "H", "O", "As", "C", "C", "C", "C", "C", "C", "C", "C", "C", "C", "C", "C", "C", "C", "C", "C", "C", "C", "H", "H", "H", "H", "H", "H", "H", "H", "H", "H", "H", "H", "H", "H", "H"], "xyz": [[-1.337, 3.384, -8.413], [-1.340, 3.125, -7.298], [-1.152, 1.387, -3.266], [-1.774, 1.897, -1.068], [-2.078, 2.046, 0.020], [-1.268, -0.854, -3.264], [-1.310, -1.990, -3.174], [1.277, 1.161, -3.670], [2.407, 0.910, -3.623], [-3.743, 1.039, -3.664], [-4.864, 0.789, -3.741], [-1.296, 0.668, -5.223], [0.114, 0.012, -1.565], [0.341, -0.357, 0.116], [1.816, -1.557, 0.551], [1.570, -2.678, 1.359], [2.649, -3.406, 1.883], [3.965, -3.034, 1.586], [4.200, -1.932, 0.759], [3.129, -1.192, 0.233], [0.805, 1.308, 1.009], [0.023, 1.755, 2.068], [0.342, 2.964, 2.699], [1.447, 3.714, 2.278], [2.226, 3.248, 1.221], [1.917, 2.043, 0.571], [-1.367, -0.992, 0.833], [-2.477, -1.153, 0.007], [-3.695, -1.563, 0.552], [-3.811, -1.818, 1.925], [-2.693, -1.671, 2.745], [-1.462, -1.271, 2.210], [0.543, -2.977, 1.570], [2.457, -4.266, 2.529], [4.804, -3.603, 2.001], [5.225, -1.641, 0.520], [3.315, -0.344, -0.426], [-0.836, 1.173, 2.412], [-0.289, 3.311, 3.514], [1.688, 4.655, 2.779], [3.084, 3.830, 0.874], [2.498, 1.708, -0.286], [-2.372, -0.979, -1.068], [-4.561, -1.679, -0.098], [-4.768, -2.132, 2.344], [-2.760, -1.869, 3.816], [-0.590, -1.170, 2.860]], "atomic_forces_ev_per_a": [[-0.02, -0.71, 2.85], [0.02, 0.74, -2.76], [1.54, 0.44, -1.79], [-2.11, 1.07, 5.09], [0.86, -0.30, -3.03], [-0.58, -5.06, -0.02], [0.14, 2.61, -0.49], [5.90, -1.18, 0.09], [-4.98, 1.13, -0.37], [-4.34, -0.98, -0.14], [4.37, 0.97, 0.14], [-0.17, 0.16, 1.04], [-0.58, 0.95, -0.08], [0.17, 0.01, 0.41], [-0.10, -0.28, -0.03], [0.15, 0.09, -0.09], [-0.14, 0.14, -0.14], [-0.30, 0.14, -0.03], [-0.25, 0.18, -0.22], [0.14, -0.21, 0.15], [0.01, -0.13, -0.35], [0.05, 0.28, 0.34], [0.09, -0.11, -0.16], [-0.35, -0.31, 0.13], [0.22, -0.17, -0.45], [-0.48, 0.36, 0.30], [0.55, -0.12, 0.37], [0.01, -0.03, 0.03], [-0.01, 0.04, 0.05], [0.22, 0.14, -0.34], [0.33, 0.03, 0.05], [-0.25, 0.05, -0.31], [0.31, -0.02, 0.05], [0.04, 0.29, -0.27], [-0.38, 0.27, -0.19], [-0.37, -0.09, 0.04], [0.12, -0.21, 0.22], [0.28, 0.31, -0.11], [0.20, -0.03, -0.12], [-0.05, -0.35, -0.23], [-0.29, -0.21, 0.17], [0.02, 0.11, 0.25], [-0.21, -0.08, 0.44], [0.19, -0.03, 0.16], [0.32, 0.10, -0.14], [-0.03, 0.03, -0.33], [-0.30, -0.04, -0.16]], "gap_ev": 6.282, "total_energy_ev": -98258.6228, "de_lowest_kcal_mol": 8.7, "charge": 2, "lumo_ev": -8.41}

***

{"formula": "C23H16Br2ClN2O5PbS", "method": "ωB97M-V with the def2-TZVPD basis set", "species": ["Pb", "O", "N", "C", "C", "C", "C", "C", "S", "H", "H", "H", "H", "Br", "C", "C", "C", "Br", "C", "C", "C", "C", "N", "C", "C", "O", "H", "H", "H", "H", "C", "C", "C", "C", "Cl", "C", "C", "C", "O", "C", "C", "O", "O", "H", "H", "H", "H", "H", "H", "H", "H"], "xyz": [[0.056, 3.261, -0.721], [-2.192, 3.763, -0.611], [-3.025, 2.823, -1.037], [-4.209, 2.740, -0.393], [-5.154, 1.820, -0.749], [-4.871, 0.952, -1.804], [-3.660, 1.046, -2.441], [-2.694, 1.989, -2.056], [-1.167, 2.084, -2.852], [-4.311, 3.457, 0.406], [-6.086, 1.780, -0.205], [-5.589, 0.206, -2.114], [-3.401, 0.383, -3.254], [2.964, 2.956, 4.229], [3.344, 1.928, 2.726], [4.351, 0.985, 2.765], [4.614, 0.193, 1.664], [5.996, -1.065, 1.801], [3.862, 0.311, 0.449], [4.051, -0.521, -0.668], [3.259, -0.349, -1.774], [2.295, 0.662, -1.753], [2.101, 1.452, -0.715], [2.853, 1.283, 0.377], [2.533, 2.149, 1.543], [1.630, 2.981, 1.521], [4.933, 0.856, 3.667], [4.805, -1.294, -0.643], [3.358, -0.985, -2.641], [1.637, 0.815, -2.602], [-1.073, -3.377, 1.911], [-0.604, -2.904, 0.567], [0.432, -3.553, -0.097], [0.860, -3.106, -1.334], [2.182, -3.926, -2.127], [0.263, -2.026, -1.959], [-0.765, -1.370, -1.304], [-1.185, -1.799, -0.053], [-2.218, -1.102, 0.551], [-1.794, -0.258, 1.641], [-0.572, 0.587, 1.217], [0.524, 0.293, 1.675], [-0.852, 1.495, 0.356], [-0.887, -4.444, 2.032], [-2.139, -3.190, 2.034], [-0.548, -2.855, 2.714], [0.909, -4.413, 0.356], [0.599, -1.702, -2.935], [-1.236, -0.500, -1.740], [-1.515, -0.862, 2.506], [-2.665, 0.352, 1.873]], "atomic_forces_ev_per_a": [[0.07, -0.01, 0.19], [-0.11, 0.01, -0.16], [0.03, 0.03, 0.09], [0.00, -0.03, -0.02], [0.02, 0.00, 0.01], [-0.02, 0.01, 0.01], [0.05, 0.01, 0.00], [-0.10, -0.07, -0.04], [0.09, 0.05, 0.00], [-0.02, -0.01, 0.00], [-0.01, 0.00, -0.01], [-0.01, -0.01, 0.01], [-0.01, -0.01, 0.00], [0.01, 0.02, 0.04], [0.02, -0.05, -0.05], [0.02, 0.00, 0.05], [-0.06, 0.07, 0.03], [0.01, -0.02, 0.00], [-0.03, -0.06, -0.04], [-0.05, 0.04, -0.06], [0.02, 0.05, 0.05], [-0.03, -0.08, -0.02], [0.02, 0.04, -0.09], [-0.06, 0.02, 0.06], [-0.22, 0.01, 0.05], [0.36, -0.01, -0.13], [-0.01, 0.01, 0.01], [0.00, -0.01, 0.00], [0.01, -0.02, 0.01], [0.02, 0.02, -0.01], [0.00, -0.05, 0.05], [0.02, 0.03, -0.05], [0.00, 0.03, 0.00], [0.01, -0.02, -0.05], [0.02, 0.00, 0.00], [0.01, -0.05, 0.00], [-0.07, -0.04, 0.12], [-0.13, 0.15, 0.05], [0.19, -0.01, 0.04], [0.10, -0.16, -0.26], [-0.28, -0.18, 0.09], [0.16, -0.01, 0.10], [-0.11, 0.14, -0.01], [0.00, 0.00, -0.01], [-0.01, -0.01, 0.00], [0.02, 0.00, -0.01], [0.00, -0.01, 0.01], [-0.02, -0.01, 0.00], [0.00, 0.05, -0.03], [-0.01, 0.05, -0.02], [0.10, 0.10, -0.01]], "gap_ev": [7.715, 5.727], "total_energy_ev": -206018.6531, "de_lowest_kcal_mol": 5.3, "charge": 0, "multiplicity": 2, "lumo_ev": [-0.44, -2.43]}

***

{"formula": "C23H16F2N2O6Ru", "method": "ωB97M-V with the def2-TZVPD basis set", "species": ["Ru", "O", "C", "C", "C", "C", "C", "C", "C", "N", "N", "C", "O", "C", "C", "C", "C", "C", "C", "H", "H", "H", "H", "H", "H", "H", "H", "H", "H", "O", "C", "O", "C", "C", "C", "C", "O", "C", "O", "C", "C", "H", "H", "H", "H", "H", "F", "C", "F", "H"], "xyz": [[-0.335, -0.359, 0.311], [-0.283, 0.395, 2.155], [0.630, 0.095, 3.044], [0.284, 0.082, 4.407], [1.227, -0.154, 5.383], [2.564, -0.383, 5.056], [2.925, -0.376, 3.724], [1.989, -0.156, 2.708], [2.461, -0.176, 1.333], [1.674, -0.182, 0.323], [2.277, -0.248, -0.935], [1.374, -0.256, -1.875], [0.093, -0.174, -1.671], [1.823, -0.340, -3.288], [0.878, -0.522, -4.292], [1.282, -0.611, -5.616], [2.627, -0.517, -5.943], [3.572, -0.334, -4.941], [3.173, -0.246, -3.618], [-0.753, 0.264, 4.658], [0.920, -0.164, 6.423], [3.300, -0.563, 5.828], [3.958, -0.551, 3.442], [3.531, -0.204, 1.144], [-0.166, -0.595, -4.019], [0.542, -0.756, -6.393], [2.940, -0.588, -6.978], [4.622, -0.258, -5.193], [3.893, -0.105, -2.824], [-4.463, -0.317, -0.319], [-3.338, 0.094, -0.073], [-2.343, -0.659, 0.245], [-3.134, 1.602, -0.005], [-4.174, 2.359, 0.520], [-4.079, 3.742, 0.684], [-2.906, 4.330, 0.281], [-2.563, 5.664, 0.298], [-1.203, 5.708, -0.127], [-0.852, 4.431, -0.639], [-1.880, 3.590, -0.269], [-1.953, 2.229, -0.424], [-5.078, 1.837, 0.804], [-4.888, 4.326, 1.102], [-0.564, 5.947, 0.731], [-1.100, 6.453, -0.917], [-1.149, 1.690, -0.912], [-0.742, -2.929, -0.684], [0.014, -2.307, 0.280], [-0.315, -2.911, 1.471], [1.059, -2.572, 0.072]], "atomic_forces_ev_per_a": [[-0.21, 0.83, 0.00], [-0.29, -0.63, 0.01], [0.39, 0.13, 0.02], [0.01, 0.04, 0.01], [-0.03, -0.01, 0.05], [0.01, 0.00, -0.07], [-0.02, -0.01, 0.05], [-0.02, 0.00, -0.11], [-0.24, 0.05, 0.25], [0.18, -0.20, -0.44], [0.09, 0.06, 0.00], [-0.37, 0.15, 0.29], [0.28, -0.30, -0.01], [0.10, -0.02, -0.05], [0.03, 0.01, -0.01], [-0.02, 0.00, 0.01], [0.00, -0.01, -0.03], [0.00, 0.01, 0.02], [-0.02, 0.00, -0.02], [-0.01, 0.00, -0.01], [0.00, 0.00, 0.00], [0.01, -0.01, 0.00], [0.01, 0.00, 0.00], [0.00, 0.01, -0.04], [0.00, 0.00, 0.02], [0.01, 0.00, -0.01], [0.00, 0.00, 0.00], [0.00, 0.00, -0.01], [0.00, 0.00, 0.00], [-0.01, -0.02, -0.08], [-0.09, 0.13, 0.38], [0.01, -0.10, -0.35], [0.05, 0.02, -0.05], [-0.02, -0.06, 0.01], [0.04, 0.04, -0.02], [0.01, -0.04, 0.03], [-0.04, 0.00, -0.06], [0.01, 0.00, 0.03], [-0.04, 0.00, -0.05], [0.04, 0.00, 0.03], [-0.01, 0.00, -0.02], [0.00, 0.01, 0.00], [0.00, 0.00, 0.01], [0.00, 0.00, -0.01], [0.03, 0.02, 0.02], [0.03, -0.04, -0.01], [0.00, 0.04, 0.00], [0.20, -0.09, 0.12], [-0.06, 0.00, 0.11], [-0.04, -0.02, 0.01]], "gap_ev": [7.692, 7.430], "total_energy_ev": -47395.0075, "de_lowest_kcal_mol": 2.7, "charge": -1, "multiplicity": 2, "lumo_ev": [2.63, 2.56]}